# 1
Density functional theory data (ωB97M-V/def2-TZVPD) for a 2-piece molecular cluster, C4H9NO2 overall.

The geometry in XYZ format:
```
16
Properties=species:S:1:pos:R:3:forces:R:3:mulliken_charge:R:1
C -0.729 0.877 -0.063 0.25 0.23 -0.10 -0.5098
H -2.330 0.971 -2.850 0.05 0.14 0.01 0.3107
C -1.408 0.322 -1.272 0.12 -0.40 0.35 -0.3404
H 1.902 -2.398 2.151 0.03 -0.08 0.03 0.2291
H 1.249 0.651 -0.862 -0.10 0.05 0.16 0.2782
H -0.629 -0.478 0.942 -0.04 0.02 0.07 0.3892
H -0.733 -0.384 -1.777 -0.01 -0.02 0.07 0.2772
O -1.768 1.362 -2.171 -0.17 0.22 -0.30 -0.5050
N 2.110 -1.561 1.623 0.02 0.05 0.05 -0.3092
H 1.135 1.693 0.634 -0.03 -0.23 -0.02 0.3220
C 1.144 -0.779 1.166 0.12 -0.32 0.12 0.1305
O -0.038 -1.200 1.438 0.14 0.17 -0.16 -0.5158
H -2.307 -0.229 -0.977 -0.10 -0.06 -0.07 0.2932
C 0.647 0.969 -0.013 -0.20 0.25 -0.21 -0.6700
H -1.323 1.525 0.578 0.06 -0.09 0.00 0.3994
H 3.076 -1.342 1.450 -0.15 0.07 0.01 0.2207
```
Positions in Å, forces in eV/Å.

Computed properties:
Frontier orbital gap ... 8.6 eV
Net charge ... 0
Highest occupied orbital energy ... -7.83 eV

---

# 2
Density functional theory data (ωB97M-V/def2-TZVPD) for a 2-piece molecular cluster, C6H10O4 overall in a non-equilibrium geometry.

The geometry in XYZ format:
```
20
Properties=species:S:1:pos:R:3:forces:R:3:mulliken_charge:R:1
O -1.623 -1.506 -0.080 -0.93 -1.63 0.02 -0.5836
H -2.001 -0.251 -1.659 0.14 0.04 -0.09 0.4576
C 1.373 0.236 0.525 1.97 1.87 1.67 0.2101
H -0.278 -0.301 1.765 -0.17 1.56 -0.26 0.2960
O 1.172 -1.776 -1.384 -0.20 0.93 0.28 -0.5211
H -1.268 -2.318 -0.469 -0.32 -0.12 0.10 0.3977
C 0.929 -0.925 -0.238 -0.79 -3.73 4.80 0.0119
H 0.842 0.161 -1.784 0.12 2.22 -2.10 0.5771
H 1.983 0.937 -0.156 -1.35 -0.36 1.19 0.2887
H 0.190 -1.470 0.483 2.24 0.28 -1.30 0.3386
C 0.282 -0.604 -1.399 -3.31 -1.16 -0.27 -0.5381
H 3.036 -0.394 1.598 -2.61 1.31 0.31 0.3318
C -1.258 -0.465 -0.890 2.27 1.30 -0.94 -0.3585
C -0.108 0.634 1.147 1.89 0.94 1.63 -1.0354
H -0.074 1.619 1.819 0.19 -2.29 -1.41 0.3907
H -2.190 0.926 0.232 0.38 0.51 1.26 0.5311
C -1.117 0.779 0.084 -0.49 0.00 -4.62 -0.0185
O -0.641 1.830 -0.915 -4.60 4.11 3.85 -0.5905
H -1.374 2.825 -0.466 3.73 -4.32 -2.40 0.3864
O 2.127 0.064 1.787 1.84 -1.45 -1.73 -0.5720
```
Positions in Å, forces in eV/Å.

Computed properties:
Frontier orbital gap ... 10.0 eV
Net charge ... 0
Highest occupied orbital energy ... -9.86 eV

---

# 3
Density functional theory data (ωB97M-V/def2-TZVPD) for a 2-piece molecular cluster, C25H45BrClF5N2O5P overall in a non-equilibrium geometry.

The geometry in XYZ format:
```
85
Properties=species:S:1:pos:R:3:forces:R:3:mulliken_charge:R:1
H -3.273 -6.140 -0.138 -0.11 0.33 0.40 0.2901
H -2.105 -3.005 -3.689 -0.08 0.18 -0.49 0.2867
H -0.647 -5.841 1.370 0.03 -0.37 -0.35 0.2813
C -2.709 -5.764 0.728 0.87 -0.72 0.28 -0.8822
C 0.682 0.244 0.073 1.81 1.99 -0.14 -0.9155
C 0.894 2.047 1.908 1.32 -0.21 0.26 -0.6541
H 0.480 8.574 -0.569 -0.04 0.00 0.03 0.2245
H 2.300 -1.056 -0.751 -0.37 0.26 0.35 0.1646
H -3.214 -6.038 1.666 -0.10 0.29 -0.42 0.3725
C -0.598 -1.958 -0.388 0.30 -2.07 -0.60 -1.1036
C 0.247 0.671 1.524 -2.04 1.81 -0.02 1.1725
N -0.400 -0.494 -0.685 -0.95 -0.35 1.40 1.3523
C -0.251 -4.251 -1.560 0.57 -0.17 0.40 -0.8255
C -1.235 1.125 1.119 -0.60 -1.37 -0.57 -2.4125
F -3.472 -0.267 -1.562 0.55 -0.33 -0.48 -0.2436
C 3.176 -0.027 0.924 1.02 0.05 -0.32 -0.7658
H -2.593 -4.668 0.692 -0.23 -0.34 -0.15 0.0285
C 0.119 2.863 2.952 2.04 -1.98 1.18 0.2477
C -1.383 7.585 -0.315 0.33 0.33 -0.27 -0.7754
O -0.685 3.636 2.676 -2.75 2.35 -1.43 -0.3896
P 0.161 -0.713 2.835 -0.21 -1.67 -0.49 0.3746
H -1.588 -2.252 -0.771 0.36 0.58 -0.16 0.9414
C -2.805 0.676 -0.887 -0.27 0.49 0.26 0.5830
H 0.898 -5.404 -0.026 0.06 0.15 -0.43 0.4506
H 1.075 -5.984 -1.719 0.05 0.36 0.35 0.4036
O -1.108 -1.015 -2.904 0.37 0.16 0.87 -0.2955
C -2.580 1.920 -1.817 -0.96 0.23 -0.53 0.6662
H 1.046 -3.335 -0.138 -0.06 0.47 -0.29 0.6550
H -2.141 -0.633 0.539 0.33 -0.24 -0.79 0.2203
C 0.665 7.617 1.169 0.32 0.22 0.00 0.6634
H -0.271 5.764 1.697 -0.20 0.06 0.05 0.0618
H -1.991 8.484 -0.423 -0.19 -0.14 -0.01 0.2854
H -1.352 7.063 -1.274 -0.21 -0.06 0.03 0.2603
O 4.378 1.692 3.064 -0.06 0.19 -0.17 -0.5114
H 1.944 1.986 2.244 -0.41 -0.26 0.01 0.0958
O 1.802 8.027 1.339 -0.06 -0.11 0.00 -0.6419
H 6.127 1.481 1.894 -0.41 0.13 0.17 0.3577
H 0.911 2.678 1.000 -0.17 -0.13 0.41 0.5845
C 0.376 -5.560 -0.981 -0.82 -0.85 -0.47 -0.9068
H 0.439 -1.985 -4.020 -0.09 0.68 0.36 0.2475
H 2.509 0.644 -1.004 -0.24 -0.22 0.30 0.5628
H -1.337 -4.246 -1.372 0.35 0.06 0.00 0.5377
H 0.562 1.237 -0.412 -0.01 -0.39 0.20 0.6872
H 1.141 -2.574 -1.713 -0.38 0.21 0.21 0.5123
Cl 0.461 2.730 4.713 0.37 -0.32 -0.56 -0.1570
Br 1.659 -0.385 4.446 -0.52 0.16 -0.37 -0.2092
H -1.834 6.937 0.429 0.07 0.03 0.03 0.2955
F -1.517 2.664 -1.506 0.54 -0.29 0.32 -0.2042
C -1.627 0.138 -0.056 -1.37 0.68 1.35 0.2863
H -0.917 7.193 2.555 -0.08 -0.16 -0.03 0.3937
C 2.168 -0.085 -0.247 0.21 -0.51 -0.18 -0.5046
C 5.123 1.052 2.028 -0.22 -0.97 -0.30 -0.7426
H -2.011 -0.893 3.079 0.19 -0.13 0.33 0.4039
H 3.718 -0.989 0.967 -0.40 0.25 0.10 0.6328
C -1.513 -2.711 -4.570 0.80 0.07 0.79 -1.1204
H 0.807 -0.596 -2.463 -0.18 0.05 0.82 0.7560
H -0.633 -0.785 -4.918 0.60 0.01 0.49 0.3742
H 4.920 0.751 -0.141 -0.18 0.40 0.20 0.4509
H -0.891 -3.591 -4.799 -0.35 0.33 -0.26 0.3436
H 5.232 -0.012 2.321 0.39 0.40 -0.22 0.3555
H 2.772 0.140 1.930 -0.27 -0.14 -0.45 -0.4763
C -0.206 -0.279 -2.154 0.86 0.25 -1.83 -1.5535
H -2.141 -2.444 -5.425 0.08 -0.12 0.33 0.3096
H 0.658 6.521 2.996 0.06 0.10 -0.08 0.3018
C 4.296 1.046 0.717 -0.46 -0.50 1.11 -0.5257
C -1.303 -6.456 0.727 -0.76 0.11 -0.26 -0.4633
C -0.565 -1.542 -4.120 -1.53 -1.21 -1.37 -0.1571
C 0.429 -2.962 -0.974 0.11 -0.79 0.17 -0.8641
H 4.290 1.098 3.819 0.15 0.20 -0.19 0.2767
H -0.222 0.802 -2.397 -0.36 -0.31 0.56 0.7147
H -0.256 -7.655 -0.738 -0.21 0.28 -0.34 0.3984
C -0.017 6.714 2.166 0.05 0.06 -0.02 -0.8837
C -0.715 -6.659 -0.707 0.68 1.16 0.90 -0.9035
H -2.038 0.928 1.842 0.68 0.23 0.26 0.5638
O -1.293 -0.549 3.634 0.86 0.79 -0.42 -0.5891
H -1.376 2.188 0.884 0.68 -0.31 -0.17 0.7775
F -2.478 1.545 -3.084 0.42 -0.29 -0.24 -0.2181
F -3.709 1.087 0.046 0.41 0.16 0.42 -0.3522
H -1.371 -7.443 1.213 -0.15 0.38 -0.12 0.3959
H -1.504 -6.536 -1.468 0.25 -0.49 0.24 0.4269
N -0.034 7.970 0.054 -0.04 -0.25 0.24 -0.1529
F -3.637 2.707 -1.733 -0.30 0.18 0.12 -0.2757
H -0.651 -2.174 0.691 0.22 0.86 -0.26 0.3270
H 3.838 2.042 0.598 0.32 -0.23 -0.27 0.3558
H -0.106 -4.307 -2.648 -0.26 0.27 0.28 -0.0356
```
Positions in Å, forces in eV/Å.

Computed properties:
Frontier orbital gap ... 8.3 eV
Net charge ... +1
Highest occupied orbital energy ... -11.01 eV

---

# 4
Density functional theory data (ωB97M-V/def2-TZVPD) for one molecule with the formula C9H20ClOP in a non-equilibrium geometry.

The geometry in XYZ format:
```
32
Properties=species:S:1:pos:R:3:forces:R:3:mulliken_charge:R:1
P 2.976 -1.279 -2.721 1.35 -0.72 -1.12 0.1317
H -0.694 1.728 -0.295 -2.12 -1.14 0.08 0.2638
H -4.244 4.962 0.332 0.93 -2.08 1.33 0.2171
H 0.667 -0.091 -0.951 -1.46 -1.72 0.79 0.1545
C 0.590 -1.368 0.996 -0.61 -0.93 -0.29 -0.7445
O -3.331 3.063 -0.020 0.21 -0.39 2.90 -0.3012
H 3.504 -3.265 -1.128 0.24 2.26 -0.32 0.4036
C 3.720 -2.113 -1.170 0.34 1.06 1.86 -0.7631
H -2.154 1.371 -1.467 1.01 -0.28 2.41 0.2413
H 4.902 -1.971 -1.245 -2.65 -0.29 -0.21 0.2773
C 3.259 -1.391 0.263 1.12 -1.05 0.58 -0.3628
H -0.042 -1.881 -1.220 0.40 1.89 1.62 0.2007
C 2.010 -2.185 0.969 0.25 0.30 0.56 -0.6286
C 0.007 -0.951 -0.490 -0.91 -0.21 0.95 -0.0692
H -2.970 4.494 1.656 -1.68 -1.27 -1.25 0.2586
H -3.766 1.065 0.781 1.72 1.48 -0.12 0.2647
H 4.197 -1.542 0.986 -2.01 0.47 -1.52 0.2841
Cl 3.443 0.820 -2.520 -0.82 -1.34 0.44 -0.2562
H -1.922 -0.846 0.851 0.88 0.97 -2.24 0.3417
H 0.593 -0.414 1.702 0.30 -1.94 -1.56 0.2200
H 1.526 -1.455 -2.785 0.88 0.64 1.08 0.0756
H -2.363 2.045 1.715 -1.17 -0.38 -2.14 0.2572
H 3.112 -0.232 0.152 0.10 -2.34 0.07 0.2657
C -3.823 4.044 0.968 -0.64 1.09 -0.79 -0.6001
C -2.865 1.816 0.664 1.00 -0.28 -0.97 -0.4307
C -1.570 -0.462 -0.223 -0.02 0.07 -0.13 -0.6603
H 2.329 -2.410 2.095 -0.80 0.45 -2.42 0.2862
H 1.912 -3.239 0.431 -0.11 2.25 1.12 0.2852
C -1.728 1.169 -0.371 -1.08 -0.06 -0.50 -0.5119
H -0.228 -2.102 1.464 1.81 1.53 -0.94 0.3381
H -2.313 -0.990 -0.989 1.69 1.18 1.57 0.3067
H -4.732 3.609 1.568 1.87 0.77 -0.86 0.2547
```
Positions in Å, forces in eV/Å.

Computed properties:
SMILES string ... COCCCCCCCCPCl
Frontier orbital gap ... 9.0 eV
Net charge ... 0
Highest occupied orbital energy ... -8.60 eV

---

Question: Number 3 is which compound?
Answer: C25H45BrClF5N2O5P